Below is a structure of composition C74H160F18N11O16S6 at a distorted geometry, with properties calculated with ωB97M-V/def2-TZVPD.

Output
energy = -242360.9715 eV
max |F| = 4.3 eV Å⁻¹
net charge = +5

CARTESIAN COORDINATES (ANGSTROEM)
1 C -2.403 -5.086 -4.524
2 C -2.780 -6.262 -5.347
3 N -3.333 -7.542 -4.828
4 C -4.447 -7.181 -3.915
5 C -3.844 -8.343 -5.931
6 C -4.817 -7.743 -7.017
7 C -2.402 -8.342 -3.894
8 C -1.078 -8.581 -4.506
9 O -0.310 -7.385 -4.644
10 C 0.336 -6.931 -3.493
11 H -2.062 -5.384 -3.538
12 H -3.205 -4.393 -4.413
13 H -1.502 -4.679 -4.945
14 H -1.896 -6.592 -5.922
15 H -3.438 -5.956 -6.150
16 H -5.301 -6.942 -4.554
17 H -4.132 -6.405 -3.225
18 H -4.672 -7.989 -3.228
19 H -4.482 -9.156 -5.570
20 H -2.974 -8.684 -6.469
21 H -4.329 -6.981 -7.634
22 H -5.681 -7.386 -6.526
23 H -5.074 -8.609 -7.625
24 H -2.988 -9.244 -3.564
25 H -2.348 -7.847 -2.927
26 H -1.155 -9.023 -5.529
27 H -0.598 -9.306 -3.902
28 H 0.958 -7.663 -3.017
29 H -0.381 -6.589 -2.742
30 H 0.958 -6.131 -3.721
31 C 0.260 -0.326 12.926
32 C 0.540 0.463 11.695
33 N 0.464 -0.212 10.394
34 C -0.811 -0.964 10.308
35 C 0.473 0.822 9.296
36 C 1.118 0.439 7.934
37 C 1.635 -1.202 10.383
38 C 3.035 -0.669 10.694
39 O 3.527 0.341 9.820
40 C 4.971 0.586 9.847
41 H 0.603 0.308 13.723
42 H 0.835 -1.218 12.948
43 H -0.789 -0.542 13.046
44 H 1.421 1.068 11.638
45 H -0.238 1.266 11.710
46 H -0.929 -1.451 9.328
47 H -1.538 -0.209 10.467
48 H -0.914 -1.669 11.137
49 H 1.034 1.638 9.749
50 H -0.561 1.172 9.080
51 H 2.156 0.110 8.053
52 H 1.109 1.293 7.252
53 H 0.559 -0.396 7.569
54 H 1.627 -1.705 9.395
55 H 1.314 -1.921 11.100
56 H 3.551 -1.615 10.532
57 H 3.081 -0.454 11.789
58 H 5.139 1.421 9.211
59 H 5.489 -0.371 9.599
60 H 5.313 0.894 10.874
61 C 0.549 3.329 -10.060
62 C 1.631 4.185 -9.282
63 N 2.571 3.345 -8.406
64 C 1.769 2.658 -7.353
65 C 3.204 2.373 -9.379
66 C 4.305 1.533 -8.714
67 C 3.522 4.261 -7.674
68 C 4.247 5.328 -8.468
69 O 4.858 4.761 -9.582
70 C 5.448 5.721 -10.448
71 H 0.156 2.474 -9.519
72 H 0.854 3.001 -11.041
73 H -0.269 3.999 -10.242
74 H 1.214 4.929 -8.590
75 H 2.325 4.569 -10.007
76 H 0.825 3.120 -7.157
77 H 2.430 2.610 -6.481
78 H 1.585 1.624 -7.672
79 H 3.588 2.924 -10.260
80 H 2.379 1.736 -9.602
81 H 4.651 0.696 -9.400
82 H 3.977 1.010 -7.832
83 H 5.150 2.165 -8.562
84 H 4.244 3.556 -7.209
85 H 3.007 4.649 -6.786
86 H 4.990 5.668 -7.725
87 H 3.616 6.230 -8.773
88 H 5.940 5.240 -11.222
89 H 6.248 6.299 -9.936
90 H 4.730 6.409 -10.979
91 C 2.798 10.834 5.842
92 C 3.559 9.533 5.896
93 N 2.920 8.320 5.225
94 C 3.690 7.104 5.461
95 C 1.562 8.136 5.746
96 C 1.347 7.896 7.239
97 C 2.838 8.550 3.724
98 C 2.175 7.555 2.852
99 O 2.736 6.302 2.920
100 C 3.088 5.593 1.701
101 H 2.392 11.147 4.913
102 H 3.623 11.444 6.194
103 H 2.015 10.836 6.631
104 H 3.797 9.224 6.894
105 H 4.513 9.582 5.398
106 H 4.686 7.079 5.011
107 H 3.080 6.237 5.096
108 H 3.862 7.065 6.555
109 H 1.170 7.283 5.154
110 H 1.007 9.047 5.411
111 H 2.133 8.244 7.903
112 H 1.083 6.875 7.501
113 H 0.570 8.541 7.525
114 H 3.911 8.651 3.404
115 H 2.377 9.584 3.565
116 H 2.284 8.053 1.858
117 H 1.051 7.462 2.948
118 H 3.610 4.710 2.012
119 H 3.788 6.164 1.113
120 H 2.233 5.296 1.076
121 C -7.363 2.432 3.866
122 C -7.381 1.802 2.436
123 C -7.215 0.279 2.595
124 N -6.904 -0.430 1.274
125 C -5.523 -0.187 0.783
126 C -5.222 -0.778 -0.536
127 C -5.377 -2.275 -0.464
128 C -6.745 -2.646 0.129
129 C -7.142 -1.871 1.387
130 C -7.883 0.073 0.270
131 H -8.133 2.071 4.487
132 H -7.501 3.536 3.744
133 H -6.381 2.156 4.329
134 H -6.628 2.278 1.835
135 H -8.294 2.031 1.923
136 H -8.077 -0.192 3.046
137 H -6.385 0.033 3.230
138 H -4.863 -0.648 1.571
139 H -5.418 0.885 0.766
140 H -4.248 -0.517 -0.828
141 H -5.853 -0.381 -1.326
142 H -4.571 -2.652 0.161
143 H -5.112 -2.724 -1.392
144 H -6.854 -3.716 0.339
145 H -7.567 -2.455 -0.619
146 H -6.523 -2.172 2.239
147 H -8.237 -1.932 1.672
148 H -7.687 1.170 0.183
149 H -8.906 0.013 0.565
150 H -7.740 -0.348 -0.704
151 C 1.089 -2.535 -3.599
152 C 0.660 -1.753 -2.363
153 C 1.289 -2.414 -1.173
154 N 0.886 -1.985 0.223
155 C 0.984 -3.093 1.133
156 C 2.398 -3.353 1.603
157 C 3.185 -2.167 2.186
158 C 3.073 -1.021 1.183
159 C 1.653 -0.804 0.671
160 C -0.528 -1.514 0.206
161 H 2.101 -2.873 -3.480
162 H 0.931 -2.073 -4.559
163 H 0.556 -3.505 -3.608
164 H -0.465 -1.865 -2.276
165 H 0.848 -0.709 -2.404
166 H 2.356 -2.548 -1.328
167 H 0.884 -3.427 -1.336
168 H 0.569 -4.008 0.747
169 H 0.368 -2.877 2.010
170 H 3.054 -3.832 0.829
171 H 2.320 -4.097 2.401
172 H 4.256 -2.425 2.336
173 H 2.772 -1.861 3.163
174 H 3.772 -1.241 0.392
175 H 3.305 -0.056 1.634
176 H 1.640 -0.157 -0.208
177 H 1.013 -0.307 1.388
178 H -0.754 -1.342 1.253
179 H -1.166 -2.283 -0.214
180 H -0.583 -0.571 -0.381
181 C -1.329 7.011 -1.756
182 C -2.376 6.156 -1.133
183 C -3.374 7.015 -0.329
184 N -4.749 6.373 -0.076
185 C -5.533 7.400 0.731
186 C -5.929 8.663 -0.122
187 C -6.658 8.154 -1.335
188 C -5.862 7.228 -2.171
189 C -5.472 5.998 -1.337
190 C -4.561 5.145 0.741
191 H -0.805 7.651 -1.019
192 H -1.729 7.753 -2.489
193 H -0.619 6.388 -2.310
194 H -1.964 5.504 -0.389
195 H -2.780 5.520 -1.937
196 H -3.606 7.953 -0.839
197 H -2.999 7.376 0.648
198 H -4.919 7.758 1.533
199 H -6.363 6.898 1.159
200 H -4.999 9.222 -0.390
201 H -6.546 9.271 0.529
202 H -7.076 9.017 -1.924
203 H -7.539 7.603 -1.077
204 H -4.927 7.672 -2.516
205 H -6.452 6.939 -3.036
206 H -4.872 5.293 -1.926
207 H -6.382 5.408 -1.046
208 H -4.149 5.363 1.730
209 H -3.941 4.510 0.170
210 H -5.532 4.644 0.859
211 C 6.072 -5.699 -0.032
212 C 6.792 -6.863 -0.716
213 C 6.253 -6.944 -2.143
214 N 7.144 -7.891 -2.950
215 C 6.593 -7.829 -4.384
216 C 7.498 -8.564 -5.426
217 C 8.915 -7.996 -5.487
218 C 9.441 -8.135 -4.035
219 C 8.575 -7.507 -2.978
220 C 6.990 -9.309 -2.464
221 H 6.310 -4.687 -0.419
222 H 6.026 -5.782 1.076
223 H 5.020 -5.701 -0.348
224 H 6.502 -7.735 -0.152
225 H 7.849 -6.685 -0.697
226 H 6.293 -5.995 -2.758
227 H 5.240 -7.392 -2.138
228 H 6.653 -6.766 -4.675
229 H 5.586 -8.177 -4.281
230 H 6.942 -8.432 -6.317
231 H 7.566 -9.658 -5.248
232 H 8.960 -6.984 -5.898
233 H 9.521 -8.541 -6.188
234 H 10.454 -7.672 -3.940
235 H 9.604 -9.162 -3.711
236 H 8.632 -6.433 -3.034
237 H 8.995 -7.741 -1.995
238 H 7.416 -10.060 -3.131
239 H 5.944 -9.513 -2.296
240 H 7.439 -9.491 -1.509
241 C 2.236 2.580 -3.116
242 F 1.975 1.639 -4.073
243 F 3.004 1.973 -2.212
244 F 3.057 3.556 -3.685
245 S 0.727 3.358 -2.557
246 O 1.116 4.046 -1.403
247 O 0.177 3.996 -3.704
248 N -0.066 2.013 -2.151
249 S -1.643 1.843 -2.180
250 O -2.067 0.730 -1.346
251 O -2.462 3.012 -2.151
252 C -1.868 1.030 -3.787
253 F -3.040 0.288 -3.676
254 F -1.958 1.959 -4.764
255 F -0.893 0.124 -4.062
256 C -0.718 4.484 3.930
257 F 0.249 5.382 3.609
258 F -1.097 4.849 5.192
259 F -1.774 4.641 3.199
260 S -0.298 2.720 3.960
261 O 0.441 2.355 2.791
262 O 0.383 2.522 5.215
263 N -1.817 2.247 3.965
264 S -2.324 0.742 3.826
265 O -3.639 0.717 3.197
266 O -1.326 -0.223 3.420
267 C -2.618 0.119 5.605
268 F -1.464 -0.077 6.123
269 F -3.338 0.968 6.326
270 F -3.353 -0.963 5.682
271 C -2.180 -8.740 1.657
272 F -0.843 -8.833 1.362
273 F -2.649 -9.905 2.102
274 F -2.213 -7.819 2.655
275 S -3.116 -8.150 0.250
276 O -3.035 -9.255 -0.667
277 O -4.392 -7.975 0.902
278 N -2.255 -6.960 -0.188
279 S -2.623 -5.472 -0.340
280 O -1.431 -4.715 -0.542
281 O -3.770 -5.259 -1.232
282 C -3.091 -4.820 1.250
283 F -2.359 -5.185 2.258
284 F -2.955 -3.484 1.138
285 F -4.343 -5.035 1.558